174
Properties=species:S:1:pos:R:3:forces:R:3 method="wB97M-V/def2-TZVPD" multiplicity=1 homo_energy_ev=-8.909 homo_lumo_gap_ev=9.20 relative_energy_ev=0.6777
C -0.8283 3.9248 -1.5664 -0.2682 -0.2672 -0.7043
O -1.2773 3.2675 -2.7519 0.0445 0.1826 0.0319
H -1.6457 3.8937 -0.8424 0.3254 0.0736 0.4043
H 0.0686 3.4175 -1.2088 -0.1087 -0.0032 0.2573
H -0.5647 4.9648 -1.7840 -0.0613 0.0525 0.0803
H -2.2417 3.1945 -2.6830 0.0894 -0.2358 -0.1130
C -4.5384 3.8043 -1.3855 -0.7892 -0.5768 -0.0604
O -3.9789 2.7453 -2.1599 -0.0179 0.3360 0.3245
H -4.6904 3.4775 -0.3510 0.3516 0.2315 0.1069
H -3.9187 4.6937 -1.4463 0.1310 -0.0663 0.0244
H -5.5444 4.0389 -1.7550 0.1301 0.2386 -0.1201
H -4.6026 2.0012 -2.0586 0.1468 -0.0035 -0.3054
C -2.0977 -0.2303 -5.5882 0.1221 0.3553 -1.1444
O -0.8915 -0.2345 -6.3756 -0.4147 0.0183 -0.0109
H -2.0855 0.6524 -4.9436 -0.1565 -0.3603 0.2257
H -2.9749 -0.1642 -6.2399 -0.0066 -0.0763 0.0218
H -2.1201 -1.1884 -5.0743 -0.3813 0.3489 0.1827
H -0.9944 0.4790 -7.0130 0.2303 -0.0423 -0.0076
C 3.2326 2.6788 -0.0571 0.2550 -0.1683 -0.5585
O 2.0625 3.1484 0.5701 0.0975 0.6439 -0.2086
C 2.2527 4.4843 1.0421 0.5431 -0.4339 0.3094
C 0.9136 5.0715 1.4312 0.4775 -1.0443 -0.4935
N 0.3280 4.2478 2.4660 0.0054 0.8394 1.0013
C -1.0594 4.5636 2.7303 -0.2687 -0.1191 -0.5724
C -1.5794 3.9095 3.9866 -0.7558 0.3580 -0.1868
O -1.7051 2.5170 3.8115 0.4085 -0.2805 -0.2520
C -1.8877 1.8232 5.0233 -0.2147 0.3002 0.0065
H 4.1091 2.6904 0.6014 -0.1601 -0.2283 0.2141
H 3.5250 3.2746 -0.9333 -0.2765 0.2055 0.0693
H 3.0252 1.6826 -0.4436 0.1804 -0.0909 0.2586
H 2.8114 5.0891 0.3199 -0.4380 0.0405 -0.3893
H 2.9428 4.4267 1.8941 -0.2299 0.0847 0.3135
H 0.2782 5.0463 0.5348 0.0195 0.4238 -0.0860
H 1.0913 6.0970 1.7566 -0.3093 0.0444 0.1409
H 0.4528 3.2599 2.3026 -0.0052 -0.0102 -0.2767
H -1.6726 4.3250 1.8425 -0.2758 -0.3662 0.2278
H -1.2410 5.6388 2.8260 0.5607 0.0838 0.2417
H -2.5830 4.3067 4.1977 0.0198 0.1168 0.0676
H -0.9413 4.1904 4.8314 0.1941 -0.2914 0.0004
H -2.1150 0.7856 4.7885 0.2198 -0.0862 -0.0358
H -2.7487 2.2177 5.5783 0.0535 0.0928 0.0478
H -0.9880 1.9164 5.6396 -0.0454 -0.1883 0.1350
C 2.1579 -0.8538 0.6892 -0.1861 -0.8466 -0.8042
O 1.0669 -1.0069 1.5816 0.4565 0.5567 0.2447
C 0.3852 0.2009 1.8742 -0.4519 0.1701 0.6631
C -0.4464 0.7066 0.7156 -0.5289 0.3968 0.2472
N -1.3344 -0.3402 0.2151 -0.0351 -0.0030 0.0496
C -2.1486 0.0616 -0.9401 0.7211 -0.1457 0.0322
C -1.3290 0.0452 -2.2236 -0.5078 0.1661 0.1662
O -0.8399 -1.2815 -2.3154 0.1421 -0.0890 0.3625
C -0.0649 -1.5163 -3.4469 0.7568 0.3343 -1.2502
H 1.8980 -0.1662 -0.1192 0.1825 0.2266 0.1176
H 2.2962 -1.8243 0.2051 0.0010 -0.0395 0.1380
H 3.1145 -0.6090 1.1530 -0.2376 0.3763 0.2688
H 0.9881 1.0349 2.2567 0.6588 -0.2633 -0.4462
H -0.2236 -0.0305 2.7548 -0.4096 -0.1891 -0.3396
H 0.1716 1.2000 -0.0460 0.1674 -0.3250 -0.1413
H -1.0494 1.5360 1.1092 -0.1323 -0.1097 0.0670
H -0.7544 -1.1251 -0.0681 -0.1107 -0.1132 0.0826
H -2.5526 1.0441 -0.6966 -0.2167 0.0226 -0.3983
H -2.9419 -0.6769 -1.0807 -0.1627 0.2652 0.2235
H -0.5385 0.7995 -2.1881 0.2061 -0.1438 -0.1666
H -1.9613 0.2501 -3.0951 0.0756 0.1883 0.2944
H 0.8438 -0.9001 -3.5143 -0.0708 0.0444 0.4341
H -0.5924 -1.2856 -4.3861 0.3566 -0.3591 0.6321
H 0.2685 -2.5532 -3.4892 -0.2607 -0.0492 0.3731
C 1.3437 -2.0263 5.2925 0.2683 0.1391 -0.0473
C -0.0203 -1.5023 5.6661 -1.0930 -0.5269 0.0550
C -1.1417 -2.3784 5.0834 0.5644 0.2509 0.2569
O -0.1697 -1.5864 7.0978 0.4532 0.4714 -0.1275
H 1.4815 -2.9969 5.7709 0.0462 -0.0240 -0.0549
H 2.1585 -1.3700 5.5977 -0.1220 0.0296 0.2490
H 1.4603 -2.1477 4.2140 -0.2286 -0.0677 -0.0120
H -0.2059 -0.4710 5.3428 0.4302 0.0468 -0.0098
H -1.0264 -3.3535 5.5584 -0.0618 -0.1814 -0.3422
H -1.0743 -2.4349 3.9962 -0.1690 -0.1281 0.0042
H -2.1140 -1.9909 5.3924 -0.0772 0.0786 -0.1836
H -0.9683 -1.0978 7.3199 0.0072 -0.0801 0.1164
C -1.2373 -4.2864 1.4539 0.0107 0.5153 0.6778
C 0.2001 -4.5333 1.0561 0.4528 -0.1338 -1.1352
C 0.4336 -4.1901 -0.4233 0.5454 -0.0271 0.2937
O 1.1207 -3.8181 1.8541 0.0328 -0.0929 0.6569
H -1.9587 -4.9351 0.9593 0.0805 0.0329 -0.0455
H -1.4836 -3.2360 1.2500 -0.0781 -0.1060 -0.0867
H -1.3680 -4.3904 2.5338 0.0953 -0.2635 0.0046
H 0.4441 -5.5983 1.1423 0.0092 0.0586 0.4025
H 0.3131 -3.1147 -0.5873 -0.3677 0.0183 -0.0782
H -0.2568 -4.7666 -1.0402 1.7788 0.9436 0.7731
H 1.4491 -4.4077 -0.7621 0.1733 -0.1685 0.3609
H 0.7554 -2.9487 2.0793 0.1064 -0.0555 -0.3070
C 5.9488 0.0682 0.7799 0.2177 -0.2462 -0.3861
C 7.1996 -0.4082 1.5176 0.0542 0.7705 0.7605
C 8.3199 -0.8454 0.5819 -0.4746 -0.0828 0.1572
O 7.6683 0.6675 2.3460 0.2588 0.1671 -0.1586
H 5.4988 -0.7094 0.1553 0.0179 -0.0732 0.1142
H 6.2292 0.8827 0.1079 0.0491 0.0293 0.0423
H 5.1941 0.4564 1.4605 0.0146 -0.1050 0.1517
H 6.9887 -1.2065 2.2396 -0.2674 -0.3582 -0.4706
H 8.0368 -1.8366 0.2232 0.2998 -0.0332 -0.1833
H 9.2746 -0.8870 1.1022 -0.0590 -0.1480 0.1282
H 8.4434 -0.1832 -0.2755 -0.1506 0.1014 0.0334
H 7.0103 0.8211 3.0448 0.0412 -0.0045 -0.3229
C 3.4098 2.4067 -5.4623 -0.7543 -0.4103 -0.2351
C 3.2510 2.2704 -3.9592 0.1619 -0.6723 0.5863
C 1.7903 2.2873 -3.4898 0.2584 0.2541 -1.6692
O 3.8755 1.0643 -3.5155 0.1873 -0.0024 0.2648
H 2.9279 3.3261 -5.8006 0.2650 0.0445 -0.2089
H 2.8864 1.5661 -5.9356 -0.2693 0.1254 0.0839
H 4.4212 2.2812 -5.8440 0.2276 0.5133 0.4002
H 3.7749 3.0734 -3.4337 0.1913 -0.0286 -0.1038
H 1.2140 1.6826 -4.1998 -0.0827 -0.3638 0.3452
H 1.3738 3.2838 -3.6556 -0.0650 0.0614 0.6009
H 1.7024 1.9028 -2.4796 -0.1265 0.2139 0.1201
H 3.4574 0.2978 -3.9446 -0.0106 0.2918 -0.1411
C -5.1383 -0.0672 -4.0626 1.3119 -0.3273 -0.1424
C -6.3936 0.1037 -3.2399 -0.2574 0.1653 -0.0082
C -7.0187 -1.1724 -2.7117 0.1680 -0.4840 -0.3662
O -6.0760 0.9341 -2.1013 0.1861 0.2223 -0.1875
H -5.1265 -0.8942 -4.7758 -0.6506 -0.1172 0.1220
H -4.2621 -0.2844 -3.4405 -0.2044 0.0518 0.3142
H -4.8441 0.7983 -4.6588 -0.3766 0.3043 0.2412
H -7.1113 0.6490 -3.8628 -0.1196 -0.1002 0.0672
H -6.4043 -1.6243 -1.9336 0.0928 0.1685 0.0289
H -7.0980 -1.9199 -3.5065 -0.1933 0.1034 0.0113
H -8.0084 -0.9889 -2.2935 -0.0258 0.0339 -0.0416
H -6.8963 1.2932 -1.7501 0.0083 -0.0544 0.0713
C -1.9112 -4.7882 -1.8753 -1.1928 -0.6705 -0.6392
C -2.9708 -3.9072 -1.2425 -0.2564 0.2838 -0.3536
C -3.6313 -2.9475 -2.2383 0.6072 0.0525 0.0085
O -3.9625 -4.7440 -0.6312 0.1669 0.2942 -0.0154
H -1.4151 -5.4229 -1.1401 -1.0000 -0.0590 -0.2442
H -1.1763 -4.1666 -2.3868 -0.1804 -0.1123 -0.0512
H -2.3171 -5.5127 -2.5863 -0.4592 0.3241 -0.2163
H -2.5265 -3.2824 -0.4578 0.1448 -0.1360 -0.2262
H -2.8852 -2.2773 -2.6792 0.0552 -0.2629 0.0515
H -4.3046 -2.2846 -1.6913 -0.3523 -0.2258 -0.1467
H -4.1148 -3.4875 -3.0518 -0.3109 -0.0066 0.1323
H -4.5023 -4.1349 -0.1114 -0.0965 -0.2648 0.0731
C 3.4438 0.9170 3.6639 0.8644 0.1216 -0.1911
C 4.3596 1.4170 4.7673 -0.2298 -0.6548 1.0752
C 4.1269 0.6201 6.0613 0.8389 0.0453 0.0036
O 5.7347 1.2364 4.4129 -0.0746 0.0443 -0.5221
H 3.6057 1.5196 2.7682 -0.2988 0.0269 -0.0524
H 2.4050 0.9546 3.9829 -0.0247 0.1320 -0.0191
H 3.6938 -0.1150 3.4087 -0.0457 -0.0569 0.1117
H 4.1872 2.4815 4.9506 -0.1131 0.0347 -0.0514
H 4.5273 -0.3905 5.9397 -0.5437 -0.1763 -0.3838
H 3.0887 0.6089 6.3842 0.0322 -0.0044 0.0913
H 4.7854 0.9760 6.8627 -0.3854 0.4883 0.0924
H 6.2736 1.4121 5.1900 -0.0189 0.0430 0.0246
C 3.5959 -2.5682 -3.2513 -0.7466 -0.3182 -0.3190
C 3.2806 -2.4829 -4.7352 0.2212 -0.0201 -0.8021
C 2.3063 -3.5256 -5.2763 0.1774 -0.2434 0.0317
O 2.8553 -1.1450 -5.0465 -0.1650 0.0469 0.3525
H 2.6930 -2.3481 -2.6774 0.0753 0.3392 0.0675
H 4.4095 -1.8961 -2.9930 -0.0088 -0.0024 0.1725
H 3.8231 -3.6030 -2.9917 0.4068 0.0703 -0.0629
H 4.1911 -2.6347 -5.3263 0.2508 -0.0809 0.3477
H 2.4713 -3.6586 -6.3475 -0.1294 0.1299 -0.0405
H 1.2507 -3.2986 -5.1204 0.1169 0.0597 0.1457
H 2.5402 -4.4925 -4.8261 -0.1518 -0.0010 0.0537
H 2.3050 -1.1396 -5.8352 -0.0162 -0.0695 -0.0211
C -4.8225 1.0683 1.8763 0.1022 -0.2702 -0.1575
C -4.1303 -0.1594 2.4679 0.3117 0.1870 0.6873
C -4.8675 -0.7569 3.6694 0.2804 0.1490 0.1320
O -3.8591 -1.1580 1.5121 -0.0342 -0.0627 -0.3666
H -4.6317 1.9593 2.4783 -0.2376 -0.0949 0.2061
H -5.8931 0.8859 1.7617 0.0136 0.1941 -0.1661
H -4.3511 1.2665 0.9113 -0.2315 -0.0173 -0.1491
H -3.1872 0.2568 2.8631 0.1384 -0.4357 -0.1169
H -4.6906 -0.0441 4.4795 -0.4941 -0.0843 0.1898
H -4.4689 -1.7157 4.0044 0.4086 0.0706 -0.2525
H -5.9337 -0.9487 3.5350 -0.0402 0.4065 -0.2287
H -3.0462 -0.8887 1.0354 0.0087 -0.1561 0.2860